Record 1
The following is a DFT calculation (wB97M-V/def2-TZVPD) of C31H25AsCrN6O10S3 as an isolated structure.

Computed properties:
⟨S²⟩: 3.776
Maximum force in eV/A: 2.2
Relative energy (zero: lowest compared OMol25 entry of this formula, charge and spin) in eV: 0.548
Charge: -1
HOMO energy (spin up / spin down) in hartree: -0.2021 / -0.2058
E_LUMO (spin up / spin down) in eV: 2.16 / 1.97
2S+1: 4
Kohn-Sham gap (spin up / spin down) in hartree: 0.281 / 0.278

The geometry in XYZ format:
```
77
Properties=species:S:1:pos:R:3:mulliken_charge:R:1
Cr -0.167 -0.196 0.075 0.66
N 5.623 0.142 -5.583 -0.59
C 4.908 0.216 -4.386 1.20
C 3.797 -0.599 -4.173 -0.98
C 3.126 -0.572 -2.963 -0.27
C 3.561 0.279 -1.958 -0.47
C 4.667 1.092 -2.154 -0.34
C 5.334 1.069 -3.364 -0.88
S 2.774 0.196 -0.363 1.43
O 2.292 -1.150 -0.260 -0.66
O 3.717 0.703 0.588 -0.80
N 1.384 1.073 -0.382 0.88
C 1.530 2.436 -0.365 -0.29
N 2.678 2.968 -0.826 -0.38
C 2.825 4.278 -0.757 -0.21
C 1.853 5.125 -0.252 -1.05
C 0.695 4.493 0.171 -0.12
N 0.518 3.186 0.112 -0.07
H 5.110 -0.227 -6.365 0.22
H 6.165 0.959 -5.806 0.22
H 3.478 -1.274 -4.960 0.29
H 2.279 -1.221 -2.785 0.40
H 4.984 1.736 -1.348 0.49
H 6.199 1.702 -3.528 0.26
H 3.770 4.663 -1.132 0.40
H 1.994 6.194 -0.190 0.39
H -0.136 5.059 0.585 0.44
O -2.740 -0.666 -2.368 -0.62
As -2.914 -1.596 -0.853 0.81
O -4.532 -1.497 -0.598 -0.89
O -1.986 -1.080 0.427 -0.09
C -2.449 -3.380 -1.436 -0.55
C -3.476 -4.259 -1.754 -0.78
C -3.172 -5.566 -2.097 -0.48
C -1.848 -5.992 -2.105 -0.58
C -0.824 -5.108 -1.806 -0.63
C -1.127 -3.795 -1.477 0.33
S 0.216 -2.667 -1.052 1.45
O -0.167 -1.339 -1.640 -0.65
O 1.348 -3.269 -1.702 -0.70
O 0.157 -2.587 0.399 -0.52
H -3.629 -0.314 -2.513 0.29
H -4.494 -3.892 -1.717 0.51
H -3.963 -6.259 -2.355 0.38
H -1.617 -7.022 -2.346 0.39
H 0.214 -5.413 -1.839 0.52
O 1.709 -0.666 2.393 -0.74
S 0.763 0.221 2.987 1.26
O 1.233 1.402 3.667 -0.79
N -0.315 0.585 1.840 1.09
C -1.353 1.461 2.025 0.32
C -1.844 2.003 3.198 -0.68
C -2.948 2.869 3.149 -0.91
C -3.541 3.234 1.968 -1.16
C -3.028 2.744 0.748 0.83
C -3.482 3.119 -0.535 -0.87
C -2.821 2.656 -1.642 -1.08
C -1.755 1.759 -1.494 -0.60
N -1.367 1.325 -0.318 1.24
C -1.954 1.842 0.794 0.26
C -0.144 -0.742 4.183 0.09
C 0.153 -0.567 5.526 -0.38
C -0.475 -1.367 6.469 -0.69
C -1.390 -2.325 6.052 -0.39
C -1.676 -2.491 4.703 -0.90
C -1.049 -1.699 3.753 -0.14
H -1.362 1.768 4.136 0.52
H -3.345 3.261 4.078 0.40
H -4.388 3.909 1.952 0.41
H -4.332 3.784 -0.631 0.45
H -3.115 2.962 -2.636 0.48
H -1.216 1.377 -2.350 0.55
H 0.870 0.200 5.790 0.48
H -0.252 -1.244 7.521 0.38
H -1.888 -2.948 6.786 0.37
H -2.391 -3.242 4.392 0.44
H -1.255 -1.817 2.693 0.41
```



Record 2
The following is a DFT calculation (wB97M-V/def2-TZVPD) of C31H25AsN3O2Tc as an isolated structure.

Computed properties:
Maximum force in eV/A: 0.8
Relative energy (zero: lowest compared OMol25 entry of this formula, charge and spin) in eV: 0.467
Charge: +4
HOMO energy in hartree: -0.7052
E_LUMO in eV: -15.57
Kohn-Sham gap in hartree: 0.133

The geometry in XYZ format:
```
63
Properties=species:S:1:pos:R:3:mulliken_charge:R:1
Tc -1.421 -0.508 0.428 0.19
C -3.034 -4.259 -2.131 -0.93
N -3.355 -3.626 -0.834 0.12
C -4.349 -4.138 -0.023 -0.22
C -4.635 -3.603 1.178 -1.06
C -3.885 -2.471 1.618 1.02
N -2.932 -1.982 0.798 -0.10
C -2.670 -2.575 -0.388 0.56
O -1.703 -2.012 -1.030 -0.82
N -4.099 -1.902 2.787 -0.30
H -3.935 -4.732 -2.510 0.37
H -2.253 -5.004 -1.993 0.33
H -2.710 -3.492 -2.826 0.32
H -4.874 -4.997 -0.418 0.47
H -5.415 -4.026 1.795 0.43
H -4.813 -2.252 3.410 0.28
H -3.549 -1.120 3.102 0.12
C 4.690 1.089 1.092 -0.62
C 4.564 0.598 -0.203 -0.74
C 3.310 0.489 -0.787 -0.14
C 2.185 0.857 -0.052 0.76
C 2.304 1.342 1.250 -0.26
C 3.564 1.462 1.817 -0.88
As 0.404 0.784 -0.788 1.11
C 0.300 2.668 -1.339 -0.03
C -0.054 3.758 -0.613 -0.13
C 0.055 5.040 -1.204 -0.45
C 0.519 5.255 -2.529 -0.98
C 0.876 4.190 -3.287 -0.76
C 0.756 2.849 -2.731 1.09
C 0.992 1.687 -3.426 1.25
C 1.377 1.629 -4.828 -0.77
C 1.468 0.420 -5.445 -1.01
C 1.203 -0.753 -4.705 -0.38
C 0.851 -0.746 -3.327 -0.36
C 0.771 0.442 -2.680 -0.39
H 5.673 1.186 1.536 0.45
H 5.444 0.303 -0.758 0.45
H 3.231 0.099 -1.794 0.38
H 1.430 1.627 1.826 0.45
H 3.669 1.846 2.823 0.49
H -0.400 3.686 0.410 0.52
H -0.222 5.908 -0.612 0.47
H 0.583 6.265 -2.912 0.48
H 1.242 4.333 -4.295 0.45
H 1.578 2.539 -5.378 0.48
H 1.740 0.344 -6.490 0.49
H 1.290 -1.710 -5.211 0.49
H 0.680 -1.688 -2.822 0.57
O -2.920 2.034 1.313 -0.22
C -2.358 1.104 1.004 0.29
C -0.580 -0.454 1.935 -0.17
C 0.096 -0.569 3.155 0.96
C 1.045 -1.598 3.338 -0.30
C 1.692 -1.705 4.550 -0.87
C 1.402 -0.805 5.575 -0.37
C 0.464 0.214 5.400 -0.85
C -0.193 0.341 4.197 -0.20
H 1.253 -2.297 2.538 0.48
H 2.419 -2.490 4.708 0.47
H 1.910 -0.901 6.526 0.49
H 0.250 0.897 6.211 0.48
H -0.921 1.130 4.051 0.54
```



Record 3
The following is a DFT calculation (wB97M-V/def2-TZVPD) of C31H25Cl3CoN4O4S as an isolated structure.

Computed properties:
⟨S²⟩: 0.842
Maximum force in eV/A: 2.1
Charge: 0
HOMO energy (spin up / spin down) in hartree: -0.2652 / -0.2695
E_LUMO (spin up / spin down) in eV: 0.23 / 0.19
2S+1: 2
Kohn-Sham gap (spin up / spin down) in hartree: 0.274 / 0.276

The geometry in XYZ format:
```
69
Properties=species:S:1:pos:R:3:mulliken_charge:R:1
Co -2.368 1.430 -1.253 0.41
C -7.809 0.046 -1.466 -0.97
O -6.441 0.317 -1.628 -0.32
C -5.659 -0.637 -2.209 0.86
C -6.083 -1.879 -2.617 -0.63
C -5.179 -2.774 -3.198 -0.83
C -3.859 -2.437 -3.332 -1.09
C -3.371 -1.188 -2.904 0.92
C -1.966 -0.939 -2.941 -0.25
N -1.435 0.174 -2.546 0.26
N -0.103 0.404 -2.586 -0.73
C 0.213 1.551 -2.016 0.62
O -0.645 2.305 -1.436 -1.04
C 1.624 1.983 -1.994 0.39
C 1.915 3.205 -1.387 -0.46
C 3.214 3.668 -1.331 -0.63
C 4.238 2.914 -1.880 -0.52
C 3.957 1.697 -2.479 -0.69
C 2.658 1.225 -2.539 0.04
C -4.291 -0.233 -2.365 0.81
O -3.970 0.956 -2.000 -1.25
H -8.226 0.902 -0.937 0.22
H -7.971 -0.859 -0.871 0.37
H -8.308 -0.065 -2.434 0.38
H -7.114 -2.173 -2.505 0.37
H -5.539 -3.738 -3.526 0.38
H -3.166 -3.138 -3.776 0.34
H -1.326 -1.748 -3.299 0.36
H 1.098 3.784 -0.982 0.41
H 3.430 4.623 -0.874 0.46
H 5.253 3.280 -1.847 0.42
H 4.764 1.124 -2.911 0.50
H 2.427 0.284 -3.014 0.51
Cl 2.363 4.282 4.916 -0.22
C 2.144 2.753 4.158 0.28
C 2.150 2.655 2.775 -0.90
C 1.972 1.418 2.187 -0.20
C 1.789 0.270 2.950 -0.20
C 1.606 -1.065 2.263 0.11
C 0.171 -1.614 2.478 -1.16
N -0.827 -0.717 1.975 0.42
C -1.615 0.109 2.721 -0.05
C -2.373 0.822 1.839 -0.93
N -2.053 0.446 0.569 0.27
C -1.118 -0.474 0.685 -0.66
O 2.534 -1.999 2.776 -0.15
C 3.062 -2.909 1.834 -0.86
C 3.916 -2.246 0.792 0.30
C 5.004 -1.475 1.091 0.56
Cl 5.588 -1.131 2.658 -0.19
S 5.776 -0.842 -0.324 -0.16
C 4.616 -1.623 -1.325 -0.47
C 3.698 -2.316 -0.608 -0.64
C 1.800 0.394 4.338 0.94
Cl 1.621 -0.984 5.356 -0.21
C 1.968 1.628 4.947 -0.79
H 2.297 3.532 2.167 0.53
H 1.978 1.345 1.109 0.53
H 1.771 -0.916 1.186 0.13
H 0.006 -1.758 3.546 0.19
H 0.089 -2.582 1.977 0.35
H -1.585 0.108 3.791 0.46
H -3.119 1.567 2.030 0.49
H -0.653 -0.981 -0.136 0.59
H 2.265 -3.481 1.340 0.27
H 3.665 -3.593 2.436 0.33
H 4.678 -1.520 -2.389 0.52
H 2.890 -2.871 -1.050 0.41
H 1.965 1.706 6.023 0.47
```